A structure of composition C50H118Cl8N6O22P4 at a distorted geometry, computed with ωB97M-V with the def2-TZVPD basis set.

Structure (XYZ):
```
208
Properties=species:S:1:pos:R:3:mulliken_charge:R:1
C -4.79788 4.00128 3.30194 -0.771
N 4.17889 1.14118 -5.03479 0.389
N 0.83188 -2.52988 5.25063 0.417
C -6.52110 2.95485 1.85644 0.073
C -4.72889 -3.56465 4.82818 -0.522
O 2.07785 1.10032 0.14829 -0.268
H -2.60903 4.41568 -1.34631 0.348
H 0.29522 -4.65649 5.54248 0.329
H -0.85026 -2.89804 -0.56838 0.021
H -1.34308 5.33498 0.33815 0.096
N 1.51669 -3.38274 2.56685 0.467
H 2.42869 3.98974 1.07170 0.345
H -3.36745 -2.89062 9.16313 0.205
H 0.35373 -4.72347 -3.39456 -0.226
C 0.58242 5.64923 -2.48744 0.240
H 3.01631 -5.29538 -7.96355 0.314
H 4.98640 2.80666 -6.03169 0.376
H 3.31797 -0.70846 -2.36656 -0.237
H 1.88935 -3.89752 -6.20644 0.165
Cl 6.56321 2.66690 7.30075 -0.209
H 5.85302 -6.41648 -7.80817 0.252
Cl 2.78307 5.55563 6.68442 -0.215
O 5.98799 -6.96939 -5.78621 -0.413
H 4.66651 3.02477 -4.22465 0.374
C 0.64785 8.98799 1.30911 -0.512
H 4.88441 2.79907 5.04274 0.252
H 3.01313 -3.75252 3.92899 0.197
H -3.72157 3.84720 3.33529 0.252
H 2.64724 -1.77841 4.79190 0.483
O 2.82412 -0.64415 -4.80990 -0.625
H -8.29213 -2.34011 8.83540 0.218
H 1.55576 -1.37455 2.09585 0.416
H 5.14029 -0.58691 -4.31640 0.119
H -0.64961 -3.53460 6.47789 0.318
H 0.55613 10.57410 2.60697 0.298
H 2.06564 1.18225 -5.05739 0.478
H 3.92052 0.83917 -1.69677 0.329
H 1.07681 5.03505 -4.58561 0.349
C -4.09672 -2.14939 4.83212 0.225
N -1.25226 -4.09329 -2.22700 0.199
C 1.59816 4.71857 2.89273 0.130
H -2.18263 -1.36549 1.89376 0.412
C -4.28131 -3.03072 9.74378 -1.077
H 2.54276 1.65886 -8.13544 0.270
C 2.10057 3.56798 2.02778 -0.292
C 1.46354 4.99145 -3.56984 -0.836
C -0.39761 -3.31181 -1.48582 0.164
H -2.98148 -3.22753 -1.45501 0.323
H 0.11031 -2.17524 1.50791 -0.615
H 5.93099 0.89223 -3.84988 0.366
H -3.01367 -2.22670 4.69954 -0.429
H -8.80535 -0.70975 9.34782 0.362
C 6.80535 3.49380 5.74630 -0.373
H 0.48651 -0.51497 -5.32954 0.334
Cl 2.72315 9.66481 2.96670 -0.181
H -5.55349 6.11049 0.41552 0.321
H 0.70467 5.24052 -1.49375 -0.197
H -5.16560 4.19259 4.32328 0.348
H -0.09201 -2.77692 -9.76783 0.323
H -1.05878 -5.71223 -3.51575 0.404
O -4.62555 4.14734 -1.26616 -0.625
H -4.18965 1.60174 3.82903 0.500
H -6.58627 -0.69361 8.19200 0.211
H -1.97940 0.18012 -3.70595 0.491
H 1.25626 -5.43605 -5.48836 0.115
H 6.06930 0.34671 -5.50786 0.353
C -4.52213 6.38520 0.60139 -1.029
Cl 0.00280 7.76819 2.50690 -0.141
H -4.44240 7.43525 0.28924 0.375
C 1.54747 1.48251 -8.53905 0.068
C -0.95014 -0.16730 -3.77019 -0.296
H -1.42014 -0.60376 3.32355 -0.305
H 1.25958 -0.50765 -0.83230 -0.154
H -3.09516 -3.50555 -3.11355 0.303
H -6.77610 3.98715 1.57948 0.228
H -0.28797 9.31173 0.85102 0.320
H 5.68242 -9.43788 -7.25754 0.316
H 7.11124 -7.50005 -7.38617 0.381
H 0.76214 -0.49628 4.64242 0.182
C 1.15887 4.70697 6.77265 -0.396
Cl 5.70735 4.21924 3.32252 -0.227
H 0.76627 5.16291 2.35194 -0.320
C 4.05671 -3.63236 -3.19249 -0.627
H 4.91955 4.55151 5.37766 -0.065
N -3.42936 5.64661 0.00007 0.277
C -3.58762 4.64567 -0.88605 0.114
H -7.77183 0.12476 7.26583 0.350
C 2.80902 -5.72690 -6.98077 -0.268
Cl 1.70953 2.42353 5.38610 0.023
H 1.42908 0.94460 -1.88637 -0.828
H 0.72610 5.02270 5.83108 0.242
P -0.80791 0.77031 -7.57139 0.667
C 5.29527 -8.50593 -7.66711 -0.908
O 2.68377 -3.83255 5.00177 -0.480
C -8.63625 -1.36022 8.49058 -0.937
H -3.17662 -4.90865 -1.93456 0.327
C 6.06075 -7.28224 -7.17416 -0.286
H -1.85204 -3.13821 -9.85195 0.417
H 1.19883 3.57230 -9.14190 0.306
N -5.41838 2.87600 2.65289 0.305
C -5.04834 1.57751 3.16441 -1.353
H 2.44602 5.46029 -3.62015 0.367
C -0.60109 -0.50151 -5.22287 0.343
H 1.26771 4.32519 3.85359 -0.436
H 1.45793 0.52197 -9.05092 0.208
H 2.37907 5.43449 3.14884 0.489
C 2.92019 -3.53358 2.86037 -0.953
H 0.54130 2.81855 7.34942 0.283
C -7.50508 -0.87370 7.62645 -0.204
H -0.41940 5.62025 -2.91176 0.263
H -5.88798 1.09295 3.67388 0.482
P 0.74862 1.73745 0.73765 -0.027
H -0.98185 -1.49627 -5.47042 -0.185
H -2.15425 6.46635 1.38655 0.297
O 4.89156 -5.76420 -3.90621 -0.504
H 0.23785 -0.83853 6.29102 0.467
C -1.36528 -1.70561 -8.38186 0.048
P -6.64526 -3.15138 6.66242 0.540
H 2.80992 -5.35150 -3.74491 -0.011
Cl 1.61040 3.31198 -3.04572 -0.004
O 3.54738 -7.72507 -5.00811 -0.670
H -1.26378 -2.34790 -7.50569 -0.011
C 1.23058 2.55264 -9.53976 -1.370
H -6.32224 -3.67399 9.29006 0.257
O -6.08999 -3.51276 5.21322 -0.330
C 5.38170 0.41395 -4.66379 -0.889
H -4.27521 6.45581 1.66365 0.273
C -1.46991 0.73561 1.63296 -0.573
H -9.59799 -1.49270 7.99987 0.279
H -5.22743 -4.79868 8.69530 0.387
C 1.64234 -4.94297 -6.37807 -0.903
H -2.98782 -0.19438 2.85426 -0.461
H -0.77161 -3.55897 4.71449 0.439
O -0.40560 -0.66489 -8.16799 -0.298
H 0.28819 2.53925 -10.09225 0.312
C 5.49505 3.69772 5.03144 -0.007
O -1.76069 1.53695 -8.37630 -0.815
O -7.17743 -1.66937 6.48212 -0.196
H 0.87038 -4.98166 -7.15390 0.495
H 3.42704 3.09408 -5.40196 0.175
H 5.11488 -3.39038 -3.13829 0.408
C -5.31170 -3.72286 8.86989 -0.262
C -0.07318 -3.63586 5.55525 -1.252
O -7.11386 1.96971 1.48457 -0.576
H 0.62009 5.11863 7.62092 0.366
H 4.27793 -8.46823 -7.26838 0.249
H 3.57291 -3.17192 -2.33009 0.013
H 5.33434 -8.45497 -8.75285 0.324
H -4.73995 -3.93401 3.80601 0.428
P 4.51038 -6.60946 -5.22502 0.953
H 1.60667 10.86289 1.13643 0.360
H -0.83526 -1.22994 4.99609 -0.335
H 3.05854 3.17895 2.38650 0.075
C -2.69989 -3.97089 -2.20879 -0.983
H -4.65408 -2.06143 10.06330 0.288
C 1.87015 0.36153 -1.07675 1.768
C -2.10142 6.11920 0.35700 -0.735
C 1.47517 3.22194 6.94801 -0.624
H 2.00246 2.52162 -10.31505 0.420
H 3.60118 -3.20945 -4.08920 0.175
H 1.53644 -2.45159 0.62250 0.113
H -2.02670 0.98984 0.73135 0.385
C 3.28560 -0.02561 -1.51537 -1.091
C 0.55201 -4.09196 3.19513 -0.554
H 7.35642 2.74179 5.18421 0.278
C 2.15786 -2.74217 5.02895 -0.143
H 2.26214 3.03123 7.66842 0.377
C 1.18419 -2.29230 1.64337 -0.124
H 3.50562 -4.26069 2.29510 0.336
H 3.72058 -0.65841 -0.73560 0.459
H -1.72804 6.92832 -0.27749 0.277
H 3.67801 -5.50899 -2.24175 0.514
H 3.37163 -2.54765 2.73047 0.343
H -3.99683 -3.69151 10.56142 0.384
O -0.11656 0.48658 1.21867 0.475
H -1.32745 -1.62133 -10.49361 0.358
H 2.58713 -6.78022 -7.12807 0.349
C -1.09521 -2.35960 -9.72775 -1.391
C -2.01272 -0.42814 2.42416 0.227
O 1.15695 2.50528 2.06682 0.212
H 1.05390 -4.79826 3.87833 0.908
H -2.37780 -1.30294 -8.48524 0.361
O -0.03048 2.61347 -0.15420 -0.425
O -0.64290 -4.01041 2.99906 -0.650
O -5.34627 -3.06484 7.58653 -0.059
H -0.25537 0.58011 -3.38400 -0.213
H -4.25639 -1.69974 5.81088 0.283
H -0.81000 -1.02739 -3.11251 -0.228
H -4.40834 -1.53103 3.99182 0.095
C 3.76462 -5.14265 -3.26670 -0.222
O 0.64637 1.43661 -7.42089 0.194
C 4.36027 2.57373 -5.16963 -1.060
C 2.96719 0.55882 -4.99711 0.044
C 0.22036 -1.20913 5.26056 -0.421
C -0.73229 -4.67093 -3.44388 -0.515
O -1.22319 0.48362 -6.03805 -0.361
H -4.86883 0.92811 2.30349 0.373
O 0.75888 -3.09953 -1.77058 -0.278
H 7.34948 4.42341 5.87446 0.345
H 1.18598 8.48977 0.50674 0.321
H -1.55620 1.59732 2.30172 0.176
H -5.10666 4.97587 2.91953 0.150
C 1.32507 10.19115 1.94045 -0.465
H -4.08611 -4.17014 5.46716 0.256
H -1.04409 -4.10047 -4.32320 0.262
Cl 0.99513 7.37662 -2.42900 -0.237
O -7.69617 -4.07060 7.10931 -0.739
O 3.98982 -5.43871 -6.18888 -0.229
```

Its highest occupied orbital energy is -7.77 eV. The orbital gap is 7.64 eV. As for the spin multiplicity: 1.

---

A structure of composition C5H6O2, computed with ωB97M-V with the def2-TZVPD basis set.

Structure (XYZ):
```
13
Properties=species:S:1:pos:R:3:nbo_charge:R:1
H -0.20622 0.10356 -2.44719 0.230
H 0.01976 0.71346 2.35045 0.241
H -1.42103 0.68754 -1.29171 0.204
C -0.40327 0.28438 -1.38928 -0.195
C -0.26268 -1.00925 -0.57935 0.551
H -1.17378 0.82433 0.99759 0.227
C 0.95862 1.06706 0.40077 0.159
H 1.56670 -0.14164 0.46429 0.272
C 0.41631 -0.69651 0.70776 -0.442
O -0.66520 -2.08980 -0.94249 -0.511
O 0.59429 1.18461 -0.91677 -0.513
C -0.15159 0.58175 1.28378 -0.493
H 0.72808 -1.50951 1.36215 0.270
```

Its highest occupied orbital energy is -8.99 eV. The orbital gap is 9.61 eV. Its energy relative to the best compared isomer or geometry (same formula, charge and spin) is 4.120 eV. As for the spin multiplicity: 1.

---

A cluster of 2 separate species, C7H11BrN2O in total, computed with ωB97M-V with the def2-TZVPD basis set.

Structure (XYZ):
```
22
Properties=species:S:1:pos:R:3:nbo_charge:R:1
H -1.12922 2.53584 -1.28053 0.233
H -1.80826 0.94830 -1.70319 0.228
N 2.77835 -2.13585 1.05487 -0.258
H -2.77512 2.13916 -0.81298 0.228
H 1.06625 -3.31834 -1.47699 0.210
C -1.17033 2.21320 1.46383 -0.731
C 1.87214 -0.96314 -0.58971 -0.048
H -0.11779 2.45046 1.61951 0.251
C -1.77866 1.72932 -0.94940 -0.720
C 1.44130 -3.41791 -0.46108 -0.398
Br 2.66380 1.77606 0.01436 0.060
H -1.55317 1.79565 2.39445 0.240
H 1.28626 -0.78794 -1.46750 0.227
H -1.70188 3.12719 1.21372 0.213
C 3.11229 -0.87454 1.24092 -0.073
H 3.72791 -0.57806 2.06369 0.216
H 2.19014 -4.20882 -0.41408 0.221
H 0.61548 -3.68152 0.20547 0.215
C -1.26191 1.19038 0.36098 0.605
N 2.03191 -2.17981 -0.04096 -0.146
O -0.90908 0.04570 0.49690 -0.550
C 2.55659 -0.08740 0.22705 -0.224
```

As for the SMILES: Cn1cc(Br)cn1.CC(C)=O. Its highest occupied orbital energy is -8.76 eV. The orbital gap is 9.47 eV. Its energy relative to the best compared isomer or geometry (same formula, charge and spin) is 0.000 eV. As for the spin multiplicity: 1.

---

A cluster of 2 separate species, C4H8O in total, computed with ωB97M-V with the def2-TZVPD basis set.

Structure (XYZ):
```
13
Properties=species:S:1:pos:R:3:nbo_charge:R:1
H -1.11105 -0.93919 1.25542 0.234
H 0.98529 1.30895 -0.89385 0.235
H -0.75072 2.26968 1.32366 -0.012
H 1.15753 -0.20692 -1.81127 0.235
H -1.23960 2.11279 0.78504 0.011
C -0.76128 -0.07395 -0.77189 0.622
C -0.50520 -1.07703 0.35486 -0.531
C 0.72867 0.24544 -0.91015 -0.532
C 0.96400 -0.57968 0.38244 -0.401
O -1.75520 0.35877 -1.28905 -0.519
H 1.17808 0.04969 1.25001 0.211
H 1.72717 -1.35790 0.31555 0.211
H -0.61767 -2.11065 0.00924 0.235
```

As for the SMILES: O=C1CCC1.[H][H]. Its highest occupied orbital energy is -9.57 eV. The orbital gap is 10.65 eV. Its energy relative to the best compared isomer or geometry (same formula, charge and spin) is 1.680 eV. As for the spin multiplicity: 1.

---

What did the second record say?
A structure of composition C5H6O2, computed with ωB97M-V with the def2-TZVPD basis set.

Structure (XYZ):
```
13
Properties=species:S:1:pos:R:3:nbo_charge:R:1
H -0.20622 0.10356 -2.44719 0.230
H 0.01976 0.71346 2.35045 0.241
H -1.42103 0.68754 -1.29171 0.204
C -0.40327 0.28438 -1.38928 -0.195
C -0.26268 -1.00925 -0.57935 0.551
H -1.17378 0.82433 0.99759 0.227
C 0.95862 1.06706 0.40077 0.159
H 1.56670 -0.14164 0.46429 0.272
C 0.41631 -0.69651 0.70776 -0.442
O -0.66520 -2.08980 -0.94249 -0.511
O 0.59429 1.18461 -0.91677 -0.513
C -0.15159 0.58175 1.28378 -0.493
H 0.72808 -1.50951 1.36215 0.270
```

Its highest occupied orbital energy is -8.99 eV. The orbital gap is 9.61 eV. Its energy relative to the best compared isomer or geometry (same formula, charge and spin) is 4.120 eV. As for the spin multiplicity: 1.

---

Q: Which value of orbital gap does entry 2 give?
A: 9.61 eV

---

Q: Number 3 is which compound?
A: C7H11BrN2O